Entry 1:
The following is a quantum chemistry calculation of a molecular structure, C31H38MnNO2, from OMol25.

CARTESIAN COORDINATES (ANGSTROEM)
O: -0.47114 -1.09995 -3.49785
C: -0.80021 -0.01897 -4.45222
C: -0.43826 -0.74549 -5.72218
H: -0.17026 0.87122 -4.38345
H: -1.86970 0.22568 -4.37251
C: -0.34152 -1.92074 -4.72329
H: 0.53494 -0.39035 -6.08200
H: -1.20363 -0.72478 -6.50578
C: 0.99502 -2.63899 -4.77234
H: 1.81014 -2.00054 -4.40945
H: 1.21524 -2.98601 -5.79445
H: 0.95432 -3.50980 -4.11380
C: -1.56750 -2.81913 -4.83168
H: -2.48258 -2.21989 -4.70869
H: -1.53794 -3.56598 -4.02689
H: -1.60807 -3.33163 -5.80361
Mn: -1.02254 -1.77954 -0.24501
C: -2.47769 -2.19495 1.39969
C: -1.97001 -0.86669 1.48389
C: -2.36815 -0.17312 0.28770
H: -1.41155 -0.42969 2.31762
C: -3.11312 -1.10027 -0.53501
C: -3.05767 -2.38490 0.10155
H: -3.55724 -3.29916 -0.22061
H: -2.54023 -2.90254 2.21884
H: -2.22915 0.88316 0.14004
H: -3.75401 -0.83273 -1.37739
C: 0.12186 -2.63590 1.44965
C: -0.23583 -3.63145 0.48809
C: 0.44387 -3.32311 -0.73002
H: -0.80835 -4.52675 0.69383
C: 1.07746 -2.03104 -0.57056
C: 0.89009 -1.62846 0.80942
H: 1.33451 -0.77612 1.32067
H: -0.09440 -2.69929 2.50963
H: 0.55204 -4.02512 -1.54935
H: 1.69955 -1.53019 -1.30651
O: 2.18154 2.33924 -2.17862
C: 1.14521 1.36978 -1.91292
C: -0.19691 2.09502 -2.05980
H: 1.31813 0.93818 -0.89863
H: 1.19445 0.52803 -2.62710
C: 0.15315 3.59712 -2.23493
H: -0.92089 1.82784 -1.29031
H: -0.64676 1.78142 -3.01320
C: 1.57620 3.53383 -2.81101
H: 0.16321 4.16191 -1.29108
H: -0.52647 4.09956 -2.92821
H: 2.13511 4.46484 -2.58739
H: 1.52128 3.48536 -3.92098
C: 0.79467 4.72437 2.25662
C: 1.02610 3.69642 1.33626
C: 0.87155 2.36758 1.71595
C: 0.64749 2.01383 3.08749
C: 0.58593 3.07893 4.02922
C: 0.57854 4.41236 3.61049
N: 0.40380 0.70916 3.41616
C: 0.71990 0.17084 4.63528
C: 1.85718 0.56009 5.40892
C: 2.13498 -0.03616 6.63310
C: 1.26331 -0.99615 7.16311
C: 0.15331 -1.41031 6.41541
C: -0.10344 -0.87815 5.15990
H: 0.78111 5.76522 1.91044
H: 1.32812 3.92842 0.30799
H: 0.94214 1.55523 0.99710
H: 0.50323 2.84689 5.08989
H: 0.40601 5.20082 4.33906
H: 2.49668 1.35613 5.01600
H: 3.03524 0.26046 7.17740
H: 1.47967 -1.42703 8.14375
H: -0.52839 -2.15397 6.83510
H: -0.97260 -1.20393 4.58352

**LUMO energy (spin up / spin down)**: 2.17 / 2.16 eV
**Expectation value of S²**: 8.761
**Molecular weight**: 511.59 g mol⁻¹
**Kohn-Sham gap (spin up / spin down)**: 4.9 / 4.9 eV
**Energy relative to the best compared isomer or geometry (same formula, charge and spin)**: 0.0 kJ/mol
**Highest occupied orbital energy (spin up / spin down)**: -2.7636 / -2.7635 eV
**Spin multiplicity**: 6
**F_max**: 3.19 eV Å⁻¹
**DFT total energy**: -69664.8503 eV
**Charge**: -1


Entry 2:
The following is a quantum chemistry calculation of a molecular structure, C3HNO3, from OMol25.

CARTESIAN COORDINATES (ANGSTROEM)
C: -1.01434 0.59382 0.64012
C: 0.27209 -0.55791 -1.05307
O: -1.30736 0.34493 -0.53097
C: 0.78441 0.02748 0.76233
O: -1.39429 1.02374 1.66049
O: 0.14358 -1.69254 -1.21642
N: 1.80925 -0.02936 1.30689
H: 0.70665 0.28985 -1.56938

**LUMO energy**: -1.84 eV
**Molecular weight**: 99.05 g mol⁻¹
**Kohn-Sham gap**: 10.1 eV
**Energy relative to the best compared isomer or geometry (same formula, charge and spin)**: 229.7 kJ/mol
**Highest occupied orbital energy**: -11.9063 eV
**F_max**: 0.76 eV Å⁻¹
**DFT total energy**: -10756.3875 eV


Entry 3:
The following is a quantum chemistry calculation of 2 unconnected molecules or ions with the total composition C10H22ClN5O5, from OMol25.

CARTESIAN COORDINATES (ANGSTROEM)
C: 4.44748 -0.90361 -0.95370
C: 2.94737 -0.71191 -0.84932
O: 2.58057 0.67308 -1.06081
C: 1.65318 0.90483 -2.06775
C: 0.22470 0.64546 -1.59711
N: -0.09189 1.35662 -0.34379
C: 0.68044 1.91502 0.59118
N: -0.05145 2.42693 1.56488
C: -1.30561 2.18848 1.23716
N: -2.41673 2.53789 1.95774
N: -1.36972 1.54117 0.06625
C: -2.55663 1.10964 -0.65860
C: -2.73722 -0.39956 -0.74667
C: -4.20958 -0.74543 -1.03990
C: -4.94312 -1.27926 0.17772
N: -4.55140 -2.65971 0.48424
H: 4.69481 -1.88420 -1.34700
H: 4.85942 -0.78484 0.04125
H: 4.87005 -0.13636 -1.59991
H: 2.38484 -1.34464 -1.53888
H: 2.63078 -0.94618 0.16786
H: 1.82144 0.25016 -2.92761
H: 1.75663 1.92960 -2.42255
H: 0.03440 -0.41418 -1.44856
H: -0.47245 1.00665 -2.35191
H: 1.75217 1.90988 0.53793
H: -2.61488 3.50962 2.09807
H: -2.85894 1.85231 2.53887
H: -3.38993 1.56053 -0.12909
H: -2.52921 1.54526 -1.65663
H: -2.10898 -0.81182 -1.53091
H: -2.44208 -0.85828 0.19736
H: -4.73477 0.14771 -1.38402
H: -4.28170 -1.46596 -1.85259
H: -6.01513 -1.25425 -0.01340
H: -4.75875 -0.61164 1.02700
H: -4.47079 -2.81561 1.47778
H: -3.66142 -2.89308 0.06660
O: 6.89396 -0.05907 3.63192
Cl: 6.25338 -1.21991 3.06841
O: 4.94496 -1.39529 3.66076
O: 7.05668 -2.39304 3.29269
O: 6.08512 -1.02302 1.63500

**LUMO energy**: -1.08 eV
**Molecular weight**: 327.77 g mol⁻¹
**Kohn-Sham gap**: 6.5 eV
**Highest occupied orbital energy**: -7.5439 eV
**F_max**: 0.81 eV Å⁻¹
**DFT total energy**: -40926.8439 eV


Entry 4:
The following is a quantum chemistry calculation of a molecular structure, C35H26Br2IrN4O4, from OMol25.

CARTESIAN COORDINATES (ANGSTROEM)
Ir: -0.93806 -0.00223 -0.21480
O: 2.90984 -0.72071 -4.08880
C: 2.56762 -2.01452 -3.78795
C: 2.87911 -3.08099 -4.62059
C: 2.54172 -4.36702 -4.23518
C: 1.89790 -4.59987 -3.02497
C: 1.58336 -3.53201 -2.20483
C: 1.90718 -2.23311 -2.58305
C: 1.55898 -1.05945 -1.69566
O: 0.41164 -1.25496 -1.01374
N: 2.79135 -0.87588 -0.79368
N: 2.88456 -0.45929 0.41066
C: 1.86137 -0.60486 1.23536
C: 1.77169 0.24106 2.37319
Br: -0.03771 0.48287 2.89375
C: 2.84289 0.89443 2.91667
C: 2.95870 1.79062 4.03126
C: 4.11745 2.58840 4.07703
C: 4.30891 3.49165 5.10179
C: 3.37069 3.57825 6.12382
C: 2.24285 2.76183 6.11984
C: 2.02739 1.88053 5.08125
H: 3.33453 -0.68940 -4.95356
H: 3.38867 -2.90508 -5.56084
H: 2.79010 -5.19600 -4.88406
H: 1.64366 -5.60783 -2.72947
H: 1.06386 -3.69324 -1.26897
H: 1.58263 -0.13519 -2.28770
H: 3.67147 -0.87126 -1.30357
H: 1.09957 -1.35241 1.04733
H: 3.77246 0.68110 2.39597
H: 4.85824 2.49522 3.29227
H: 5.19287 4.11357 5.12080
H: 3.52597 4.27311 6.93836
H: 1.53717 2.81306 6.93734
H: 1.16437 1.23317 5.10708
C: 1.18366 3.30706 -2.07844
C: 0.80053 2.31270 -1.17192
N: -0.22869 1.51511 -1.40890
C: -0.90637 1.68096 -2.57039
C: -0.60854 2.64648 -3.52623
C: 0.48610 3.48559 -3.24901
C: -1.43384 2.70087 -4.70243
C: -2.45421 1.83115 -4.88481
C: -2.75118 0.81120 -3.91495
C: -3.77046 -0.15304 -4.02289
C: -3.92632 -1.08223 -3.02298
C: -3.08453 -1.06426 -1.90729
N: -2.13009 -0.15458 -1.78787
C: -1.96151 0.76300 -2.77200
H: 2.02959 3.93261 -1.83207
H: 1.32372 2.17567 -0.23438
H: 0.77264 4.26006 -3.94882
H: -1.22361 3.45748 -5.44684
H: -3.06563 1.88893 -5.77571
H: -4.41949 -0.16482 -4.88913
H: -4.69395 -1.84042 -3.07707
H: -3.17653 -1.78736 -1.10887
Br: -7.30662 -0.91900 3.75927
C: -5.45264 -1.24485 3.77828
C: -4.87529 -1.89617 4.86025
C: -3.50970 -2.14588 4.87134
C: -2.72015 -1.75907 3.80224
C: -3.31238 -1.09371 2.73181
C: -4.67730 -0.82443 2.71276
C: -2.48213 -0.64968 1.61466
O: -1.43649 -1.31742 1.23613
O: -2.72493 0.39275 0.93303
H: -5.49426 -2.20769 5.69024
H: -3.06771 -2.65283 5.71785
H: -1.65932 -1.97025 3.79015
H: -5.12739 -0.29749 1.88262

**LUMO energy (spin up / spin down)**: -6.27 / -7.71 eV
**Expectation value of S²**: 0.801
**Molecular weight**: 918.64 g mol⁻¹
**Kohn-Sham gap (spin up / spin down)**: 7.0 / 5.5 eV
**Energy relative to the best compared isomer or geometry (same formula, charge and spin)**: 0.0 kJ/mol
**Highest occupied orbital energy (spin up / spin down)**: -13.2284 / -13.2397 eV
**Spin multiplicity**: 2
**F_max**: 1.48 eV Å⁻¹
**DFT total energy**: -193775.9681 eV
**Charge**: +2


Please write out number 2 again, unchanged.
The following is a quantum chemistry calculation of a molecular structure, C3HNO3, from OMol25.

CARTESIAN COORDINATES (ANGSTROEM)
C: -1.01434 0.59382 0.64012
C: 0.27209 -0.55791 -1.05307
O: -1.30736 0.34493 -0.53097
C: 0.78441 0.02748 0.76233
O: -1.39429 1.02374 1.66049
O: 0.14358 -1.69254 -1.21642
N: 1.80925 -0.02936 1.30689
H: 0.70665 0.28985 -1.56938

**LUMO energy**: -1.84 eV
**Molecular weight**: 99.05 g mol⁻¹
**Kohn-Sham gap**: 10.1 eV
**Energy relative to the best compared isomer or geometry (same formula, charge and spin)**: 229.7 kJ/mol
**Highest occupied orbital energy**: -11.9063 eV
**F_max**: 0.76 eV Å⁻¹
**DFT total energy**: -10756.3875 eV


What is the F_max in the second record?
0.76 eV Å⁻¹


Look up the F_max of the first one.
3.19 eV Å⁻¹


The highest F_max belongs to which entry?
C31H38MnNO2